(1)
Formula: C2H4N2O2
Source: the Open Molecules 2025 dataset
Level of theory: wB97M-V/def2-TZVPD

Last column: Mulliken charge in e.
Cartesian coordinates (Å):
1 O -2.46673 0.73415 0.73271  -0.45
2 C -1.92010 -0.17002 0.19146  0.09
3 N -0.52477 -0.47631 0.15571  0.00
4 N 0.35973 0.47872 0.51300  -0.15
5 C 1.61367 0.50511 -0.28080  -0.05
6 O 1.65570 -0.08484 0.95674  -0.38
7 H -2.36038 -0.96797 -0.48769  0.25
8 H -0.22381 -1.33841 -0.29606  0.25
9 H 1.77453 -0.15911 -1.13194  0.23
10 H 2.09217 1.47869 -0.35313  0.22

Values from the calculation:
energy relative to the best compared isomer or geometry (same formula, charge and spin)	5.022	eV
E_HOMO	-9.84	eV
Kohn-Sham gap	10.6	eV
total charge	0
2S+1	1
E	-9210.2010	eV
SMILES string	O=CNN1CO1



(2)
Formula: C5H7N
Source: the Open Molecules 2025 dataset
Level of theory: wB97M-V/def2-TZVPD

Last column: Mulliken charge in e.
Cartesian coordinates (Å):
1 N 2.34670 -0.08839 1.68873  -0.44
2 C 1.72517 -0.19855 0.71853  0.05
3 C 0.93242 -0.27223 -0.52490  0.35
4 C -0.51832 -0.78580 -0.23291  -0.49
5 C -1.34214 0.33402 0.40656  -1.15
6 C 0.65040 1.01689 -1.22945  -0.61
7 H 1.40925 -0.97500 -1.21971  0.31
8 H -0.95751 -1.09116 -1.18677  0.29
9 H -0.45715 -1.67175 0.41122  0.33
10 H -2.38835 0.04849 0.55751  0.34
11 H -0.91953 0.63184 1.37264  0.33
12 H 0.85934 1.83764 -0.50916  0.30
13 H -1.34028 1.21399 -0.25229  0.39

Values from the calculation:
energy relative to the best compared isomer or geometry (same formula, charge and spin)	4.384	eV
E_HOMO	-9.63	eV
Kohn-Sham gap	8.6	eV
total charge	0
2S+1	1
E	-6784.1285	eV



Question: Which of these has the lowest E?
Answer: C2H4N2O2



Repeat the first record exactly.
Formula: C2H4N2O2
Source: the Open Molecules 2025 dataset
Level of theory: wB97M-V/def2-TZVPD

Last column: Mulliken charge in e.
Cartesian coordinates (Å):
1 O -2.46673 0.73415 0.73271  -0.45
2 C -1.92010 -0.17002 0.19146  0.09
3 N -0.52477 -0.47631 0.15571  0.00
4 N 0.35973 0.47872 0.51300  -0.15
5 C 1.61367 0.50511 -0.28080  -0.05
6 O 1.65570 -0.08484 0.95674  -0.38
7 H -2.36038 -0.96797 -0.48769  0.25
8 H -0.22381 -1.33841 -0.29606  0.25
9 H 1.77453 -0.15911 -1.13194  0.23
10 H 2.09217 1.47869 -0.35313  0.22

Values from the calculation:
energy relative to the best compared isomer or geometry (same formula, charge and spin)	5.022	eV
E_HOMO	-9.84	eV
Kohn-Sham gap	10.6	eV
total charge	0
2S+1	1
E	-9210.2010	eV
SMILES string	O=CNN1CO1